Computed, not measured: C4H4O in the gas phase, with the ωB97M-V functional and the def2-TZVPD basis.

Geometry as XYZ:
```
9
Properties=species:S:1:pos:R:3:mulliken_charge:R:1
C -1.792 0.149 -0.046 -1.19
C -0.335 0.224 -0.088 0.37
C 0.873 0.189 -0.082 0.30
C 2.258 -0.216 0.075 -0.18
O 3.240 0.419 -0.228 -0.45
H -2.210 0.922 0.605 0.29
H -2.081 -0.829 0.351 0.27
H -2.227 0.260 -1.044 0.29
H 2.329 -1.225 0.526 0.29
```

**SMILES**: CC#CC=O
**Energy above the lowest of the compared OMol25 structures with the same formula, charge and spin**: 1.435 eV
**Calculated total energy**: -6257.9443 eV
**Lowest unoccupied orbital energy**: 0.4 eV
**Gap between HOMO and LUMO**: 10.7 eV

Computed, not measured: 11 unconnected molecules or ions with the total composition C32H92N6O14, with the ωB97M-V functional and the def2-TZVPD basis.

Geometry as XYZ:
```
144
Properties=species:S:1:pos:R:3:mulliken_charge:R:1
C -16.353 -13.687 -20.903 -0.44
O -16.797 -14.971 -20.508 -0.50
H -16.968 -12.930 -20.417 0.19
H -15.322 -13.487 -20.612 0.21
H -16.481 -13.574 -21.980 0.25
H -16.373 -15.679 -20.999 0.29
C -19.244 -11.032 -14.680 -0.49
O -18.479 -11.463 -15.867 -0.47
H -20.309 -11.158 -14.872 0.23
H -19.046 -11.590 -13.765 0.23
H -19.074 -9.960 -14.581 0.21
H -18.785 -12.357 -16.039 0.28
C -20.769 -8.478 -7.698 -1.52
C -19.582 -9.437 -7.739 0.46
C -18.475 -9.083 -8.823 -0.62
O -17.735 -10.256 -9.124 -0.33
C -16.598 -9.934 -9.941 -0.72
N -18.999 -9.587 -6.403 -0.70
H -20.499 -7.424 -7.625 0.33
H -21.472 -8.708 -6.898 0.38
H -21.339 -8.496 -8.628 0.37
H -19.964 -10.430 -7.977 0.29
H -17.831 -8.272 -8.484 0.33
H -19.009 -8.857 -9.746 0.36
H -16.027 -9.136 -9.468 0.31
H -16.914 -9.567 -10.917 0.27
H -15.899 -10.741 -10.162 0.28
H -18.352 -10.363 -6.420 0.27
H -18.482 -8.789 -6.061 0.24
C -15.485 -16.779 -12.895 -1.43
C -14.734 -17.379 -14.098 0.41
C -13.387 -18.142 -13.746 -0.72
O -12.803 -18.605 -14.934 -0.30
C -11.937 -19.720 -14.834 -0.73
N -15.605 -18.342 -14.714 -0.71
H -15.818 -17.451 -12.104 0.36
H -16.293 -16.141 -13.255 0.33
H -14.832 -16.106 -12.339 0.37
H -14.502 -16.547 -14.762 0.28
H -13.717 -18.977 -13.127 0.32
H -12.771 -17.510 -13.107 0.37
H -11.746 -20.047 -15.856 0.23
H -12.352 -20.524 -14.226 0.33
H -11.013 -19.475 -14.309 0.30
H -14.957 -18.831 -15.315 0.30
H -15.800 -19.016 -13.988 0.27
C -22.014 -17.018 -15.531 -1.51
C -21.836 -16.762 -17.050 0.56
C -23.046 -16.152 -17.736 -0.62
O -24.145 -17.025 -17.783 -0.31
C -25.002 -16.690 -18.825 -0.80
N -20.574 -16.030 -17.073 -0.63
H -21.210 -17.616 -15.101 0.37
H -22.934 -17.524 -15.239 0.35
H -21.932 -16.077 -14.988 0.38
H -21.685 -17.747 -17.491 0.16
H -22.738 -15.874 -18.744 0.33
H -23.306 -15.180 -17.316 0.34
H -25.924 -17.259 -18.701 0.27
H -24.627 -16.838 -19.837 0.32
H -25.276 -15.636 -18.832 0.32
H -20.245 -15.957 -18.025 0.23
H -19.871 -16.577 -16.597 0.24
C -17.770 -5.452 -19.334 -1.47
C -16.495 -4.669 -19.738 0.57
C -16.797 -3.271 -20.307 -0.65
O -15.690 -2.667 -20.848 -0.32
C -15.942 -1.474 -21.621 -0.72
N -15.581 -4.674 -18.600 -0.68
H -18.311 -4.972 -18.518 0.38
H -17.676 -6.429 -18.860 0.39
H -18.511 -5.383 -20.131 0.34
H -15.916 -5.261 -20.447 0.20
H -17.270 -2.589 -19.600 0.34
H -17.411 -3.356 -21.203 0.35
H -16.233 -0.717 -20.892 0.31
H -16.718 -1.586 -22.379 0.30
H -14.995 -1.192 -22.080 0.23
H -15.640 -5.620 -18.251 0.22
H -14.624 -4.436 -18.819 0.22
C -27.074 -9.553 -22.344 -1.54
C -27.117 -10.016 -20.925 0.68
C -25.813 -9.634 -20.187 -0.71
O -24.702 -10.417 -20.613 -0.31
C -23.581 -10.339 -19.742 -0.72
N -28.389 -9.532 -20.342 -0.80
H -26.269 -9.960 -22.957 0.33
H -27.107 -8.464 -22.364 0.37
H -27.963 -9.815 -22.918 0.42
H -27.306 -11.089 -20.904 0.24
H -25.997 -9.819 -19.128 0.31
H -25.536 -8.581 -20.224 0.36
H -23.793 -10.420 -18.676 0.30
H -23.129 -9.365 -19.926 0.31
H -22.925 -11.162 -20.024 0.24
H -29.034 -9.674 -21.106 0.25
H -28.763 -10.189 -19.672 0.28
C -25.561 -13.392 -12.666 -1.30
C -25.756 -12.941 -11.171 0.46
C -24.397 -13.120 -10.329 -0.73
O -23.886 -14.464 -10.355 -0.32
C -22.516 -14.623 -10.039 -0.74
N -26.270 -11.559 -11.009 -0.71
H -25.451 -14.463 -12.840 0.33
H -24.684 -12.950 -13.140 0.28
H -26.367 -13.009 -13.292 0.36
H -26.509 -13.606 -10.749 0.24
H -24.367 -12.637 -9.352 0.40
H -23.651 -12.477 -10.796 0.35
H -22.222 -14.177 -9.088 0.31
H -21.916 -14.185 -10.837 0.31
H -22.282 -15.684 -9.960 0.25
H -26.356 -11.409 -10.014 0.26
H -27.236 -11.694 -11.270 0.27
C -17.301 -3.845 -11.127 -0.50
C -16.617 -4.443 -12.469 -0.35
O -17.167 -3.946 -13.663 -0.52
O -18.636 -4.317 -10.915 -0.50
H -17.259 -2.766 -11.270 0.28
H -16.741 -3.969 -10.200 0.37
H -16.761 -5.523 -12.487 0.27
H -15.546 -4.243 -12.472 0.35
H -16.637 -4.258 -14.400 0.29
H -19.073 -4.038 -11.723 0.31
C -12.317 -11.623 -17.167 -0.25
C -12.988 -10.333 -17.619 -0.45
O -13.933 -9.920 -16.672 -0.49
O -11.507 -12.218 -18.179 -0.52
H -13.041 -12.356 -16.809 0.26
H -11.655 -11.388 -16.334 0.26
H -13.407 -10.542 -18.603 0.24
H -12.220 -9.614 -17.904 0.33
H -14.630 -10.577 -16.725 0.31
H -10.952 -12.846 -17.712 0.32
C -23.616 -6.781 -14.419 -0.36
C -24.723 -6.020 -13.702 -0.32
O -24.819 -6.516 -12.406 -0.52
O -23.370 -6.071 -15.661 -0.52
H -23.808 -7.806 -14.737 0.29
H -22.710 -6.884 -13.823 0.25
H -25.654 -6.090 -14.265 0.24
H -24.535 -4.946 -13.719 0.32
H -25.303 -7.345 -12.433 0.32
H -22.859 -5.296 -15.416 0.30
```

**SMILES**: COC[C@H](C)N.COC[C@H](C)N.COC[C@H](C)N.COC[C@H](C)N.COC[C@H](C)N.COC[C@H](C)N.OCCO.OCCO.OCCO.CO.CO
**Energy above the lowest of the compared OMol25 structures with the same formula, charge and spin**: 3.392 eV
**Calculated total energy**: -72271.8910 eV
**Lowest unoccupied orbital energy**: 0.1 eV
**Gap between HOMO and LUMO**: 9.1 eV

Computed, not measured: a molecular structure, C36H50B2Br2CrF4IN8O2, with the ωB97M-V functional and the def2-TZVPD basis.

Geometry as XYZ:
```
106
Properties=species:S:1:pos:R:3:lowdin_spin:R:1
Cr -0.273 -0.778 0.340 2.86
C 1.736 3.791 2.302 0.00
C 0.601 2.856 2.027 0.01
C -0.728 3.074 2.199 0.00
C -1.398 1.946 1.687 0.01
N -0.496 1.069 1.252 -0.01
N 0.723 1.636 1.476 0.00
B 2.058 0.973 0.994 0.00
N 2.007 0.805 -0.535 0.00
N 1.103 0.013 -1.172 -0.02
C 1.377 0.114 -2.486 0.00
C 2.417 1.014 -2.662 0.00
C 2.795 1.443 -1.423 0.00
C 3.880 2.379 -1.014 0.00
C 0.694 -0.512 -3.704 0.00
C -0.379 0.467 -4.265 0.00
C 1.719 -0.705 -4.835 0.00
C 0.070 -1.858 -3.415 0.00
N 2.258 -0.360 1.743 0.00
N 1.296 -1.348 1.724 -0.01
C 1.779 -2.345 2.475 0.01
C 3.049 -1.992 2.971 0.00
C 3.312 -0.744 2.485 0.00
C 4.509 0.100 2.753 0.00
C 1.195 -3.719 2.856 0.00
C 2.289 -4.772 2.619 0.00
C 0.933 -3.650 4.355 0.00
C -0.054 -4.200 2.121 0.00
C -2.925 1.911 1.716 0.00
C -3.326 2.062 3.180 0.00
C -3.422 3.171 0.975 0.00
C -3.648 0.708 1.093 0.00
H 1.349 4.718 2.726 0.00
H 2.473 3.391 2.997 0.00
H 2.279 4.003 1.371 0.00
H -1.169 3.923 2.693 0.00
H 2.922 1.735 1.250 0.00
H 2.895 1.247 -3.599 0.00
H 4.466 2.701 -1.875 0.00
H 3.463 3.275 -0.546 0.00
H 4.583 1.935 -0.312 0.00
H -0.049 1.530 -4.230 0.00
H -0.567 0.177 -5.305 0.00
H -1.301 0.350 -3.728 0.00
H 1.959 0.244 -5.329 0.00
H 2.643 -1.141 -4.482 0.00
H 1.253 -1.328 -5.601 0.00
H -0.542 -1.843 -2.529 0.00
H -0.494 -2.217 -4.279 0.00
H 0.881 -2.582 -3.254 0.00
H 3.682 -2.554 3.619 0.00
H 5.236 -0.477 3.328 0.00
H 4.992 0.390 1.848 0.00
H 4.263 0.983 3.352 0.00
H 3.154 -4.585 3.260 0.00
H 1.916 -5.763 2.911 0.00
H 2.643 -4.824 1.579 0.00
H 1.874 -3.475 4.903 0.00
H 0.263 -2.832 4.594 0.00
H 0.507 -4.604 4.695 0.00
H 0.221 -4.773 1.228 0.00
H -0.613 -4.861 2.792 0.00
H -0.735 -3.413 1.815 0.00
H -3.072 3.040 3.580 0.00
H -4.414 2.010 3.269 0.00
H -2.905 1.288 3.823 0.00
H -3.064 4.083 1.450 0.00
H -3.136 3.134 -0.078 0.00
H -4.530 3.160 0.999 0.00
H -3.086 -0.199 1.009 0.00
H -4.547 0.463 1.685 0.00
H -4.027 0.960 0.104 0.00
C -0.023 3.999 -1.528 0.00
C -1.267 3.297 -1.976 0.00
C -2.263 3.962 -2.698 0.00
C -3.376 3.285 -3.117 0.00
C -3.540 1.917 -2.803 0.00
C -4.595 1.076 -3.228 0.01
Br -6.025 1.838 -4.260 0.00
C -4.623 -0.242 -2.959 0.00
C -3.608 -0.810 -2.190 0.01
Br -3.708 -2.658 -1.789 0.00
C -2.570 -0.058 -1.642 0.00
O -1.656 -0.625 -0.922 0.04
C -2.518 1.350 -2.015 0.00
N -1.403 2.030 -1.625 0.00
H 0.306 4.738 -2.244 0.00
H 0.746 3.264 -1.390 0.00
H -0.174 4.430 -0.520 0.00
H -2.122 5.013 -2.918 0.00
H -4.150 3.769 -3.705 0.00
H -5.449 -0.848 -3.350 0.00
F -0.890 -0.545 3.798 0.00
B -1.832 -1.370 3.190 0.00
F -1.449 -1.432 1.733 0.03
F -3.107 -0.852 3.277 0.00
F -1.828 -2.651 3.690 0.00
N 0.575 -4.454 -1.448 0.06
C 0.917 -3.304 -0.802 0.13
O -0.059 -2.561 -0.461 0.09
C 2.316 -3.078 -0.553 0.36
I 4.091 -2.818 -2.711 0.36
H -0.370 -4.486 -1.776 0.00
H 1.284 -4.868 -2.023 0.00
H 2.915 -3.959 -0.486 0.00
H 2.639 -2.163 -0.114 0.00
```

**Total charge**: -1
**Energy above the lowest of the compared OMol25 structures with the same formula, charge and spin**: 0.000 eV
**Calculated total energy**: -243004.5875 eV
**Lowest unoccupied orbital energy (spin up / spin down)**: 2.2 / 1.6 eV
**Gap between HOMO and LUMO (spin up / spin down)**: 6.6 / 7.1 eV
**2S+1**: 5

Computed, not measured: a molecular structure, C35H71BrFIN2O12S, with the ωB97M-V functional and the def2-TZVPD basis.

Geometry as XYZ:
```
124
Properties=species:S:1:pos:R:3:mulliken_charge:R:1
C -1.147 5.418 -5.750 -1.04
C -1.620 4.739 -7.050 -0.11
O -0.645 3.897 -7.639 -0.46
C -0.426 2.717 -6.888 -0.29
C -1.558 1.668 -7.092 -0.39
O -1.568 0.871 -5.901 -0.10
C -1.689 -0.506 -6.182 -0.85
C -1.458 -1.284 -4.864 -0.35
O -0.667 -0.542 -3.938 0.11
C -0.596 -1.246 -2.702 -1.17
C 0.844 -1.300 -2.110 2.31
C 0.971 -2.794 -1.631 -1.22
C 0.982 -3.820 -2.756 -0.11
O 0.051 -4.458 -2.960 -0.27
F 2.070 -4.058 -3.515 -0.32
C 1.963 -1.166 -3.192 -1.30
O 2.693 0.072 -3.246 -0.36
S 1.884 1.413 -3.048 1.24
O 2.853 2.445 -2.857 -0.80
O 1.012 1.791 -4.102 -0.35
C 1.005 1.180 -1.436 -1.48
I -0.942 2.064 -1.736 0.11
C 1.065 -0.291 -0.902 0.93
O 2.386 -0.669 -0.504 -0.04
C 3.072 0.192 0.388 -0.71
C 4.360 0.827 -0.192 1.97
C 5.424 -0.238 -0.505 -1.91
C 4.878 1.808 0.888 -1.72
C 4.105 3.135 0.963 1.96
C 4.486 4.131 -0.174 -1.45
C 4.300 3.830 2.353 -1.59
C 0.112 -0.578 0.318 -0.50
Br 0.774 -2.047 1.494 -0.12
C -0.193 0.658 1.249 -0.48
C -0.237 0.431 2.771 -1.69
H -1.213 4.740 -4.886 0.17
H -0.111 5.766 -5.861 0.27
H -1.784 6.279 -5.501 0.41
H -1.807 5.538 -7.785 0.40
H -2.595 4.240 -6.909 0.17
H -0.297 2.885 -5.809 0.20
H 0.494 2.231 -7.244 0.29
H -2.552 2.134 -7.177 0.22
H -1.359 1.066 -7.992 0.32
H -2.732 -0.716 -6.497 0.30
H -1.024 -0.867 -6.985 0.46
H -0.983 -2.249 -5.114 0.24
H -2.448 -1.426 -4.392 0.31
H -1.330 -0.798 -2.007 0.22
H -1.010 -2.249 -2.895 -0.10
H 0.069 -2.992 -1.043 0.50
H 1.844 -2.971 -0.990 0.65
H 2.734 -1.919 -2.994 0.53
H 1.596 -1.397 -4.203 0.11
H 1.502 1.909 -0.789 0.77
H 3.427 -0.423 1.237 0.50
H 2.499 1.010 0.843 -0.20
H 4.178 1.380 -1.127 -0.34
H 6.330 0.249 -0.899 0.50
H 5.097 -0.952 -1.276 0.26
H 5.741 -0.811 0.382 0.33
H 4.791 1.291 1.865 0.37
H 5.957 2.003 0.768 0.45
H 3.011 3.008 0.871 -0.51
H 5.565 4.175 -0.357 0.32
H 3.925 3.820 -1.069 0.22
H 4.061 5.110 0.098 0.48
H 5.058 4.621 2.327 0.34
H 3.345 4.284 2.662 0.40
H 4.513 3.076 3.127 0.38
H -0.860 -0.963 -0.009 0.70
H 0.450 1.530 1.076 0.34
H -1.204 0.993 0.976 0.42
H -0.604 1.375 3.204 0.40
H 0.745 0.290 3.234 0.29
H -0.965 -0.322 3.097 0.41
C 3.306 2.002 9.216 -0.71
O 1.936 1.788 9.506 -0.34
C 1.257 2.956 9.960 -0.82
C 0.243 3.422 8.931 -0.19
N 0.903 3.973 7.751 -0.31
C 0.002 4.216 6.626 -0.82
C -0.681 3.005 5.988 -0.59
O 0.208 2.128 5.312 -0.25
C 0.821 1.152 6.139 -0.67
H 3.760 1.032 9.018 0.24
H 3.430 2.628 8.326 0.30
H 3.821 2.462 10.064 0.34
H 1.956 3.756 10.219 0.40
H 0.721 2.675 10.871 0.39
H -0.394 4.191 9.376 0.40
H -0.386 2.560 8.674 0.17
H 1.623 3.329 7.448 0.06
H 0.596 4.708 5.850 0.40
H -0.764 4.932 6.939 0.42
H -1.354 3.391 5.216 0.36
H -1.313 2.455 6.693 0.43
H 0.178 0.848 6.969 0.31
H 1.780 1.514 6.518 0.18
H 1.027 0.275 5.524 0.34
C -7.094 -7.009 -0.270 -0.72
O -6.443 -5.823 0.151 -0.35
C -5.262 -6.058 0.912 -0.85
C -4.029 -5.626 0.138 -0.10
N -3.769 -6.519 -0.986 -0.33
C -2.747 -6.026 -1.911 -0.93
C -3.046 -4.738 -2.677 0.17
O -4.096 -4.859 -3.626 -0.47
C -5.400 -4.666 -3.106 -0.59
H -8.048 -6.725 -0.713 0.24
H -6.507 -7.537 -1.028 0.31
H -7.287 -7.674 0.576 0.34
H -5.184 -7.102 1.229 0.42
H -5.339 -5.442 1.812 0.39
H -3.164 -5.633 0.808 0.37
H -4.196 -4.594 -0.198 0.16
H -4.628 -6.653 -1.504 0.14
H -2.583 -6.818 -2.646 0.38
H -1.808 -5.904 -1.362 0.35
H -2.155 -4.503 -3.256 0.21
H -3.213 -3.880 -2.013 0.12
H -5.415 -3.957 -2.274 0.28
H -5.838 -5.619 -2.796 0.18
H -6.025 -4.269 -3.908 0.31
```

**Calculated total energy**: -156686.0395 eV
**Lowest unoccupied orbital energy**: -0.1 eV
**Gap between HOMO and LUMO**: 8.5 eV

Computed, not measured: CH2F2N2 in the gas phase, with the ωB97M-V functional and the def2-TZVPD basis.

Geometry as XYZ:
```
7
Properties=species:S:1:pos:R:3:mulliken_charge:R:1
C 0.357 0.193 -0.136 0.12
N -1.255 0.461 -0.188 -0.12
N 1.607 0.602 0.058 -0.27
F -1.809 -0.837 0.011 -0.18
F 2.498 -0.478 -0.066 -0.14
H 0.144 -0.865 -0.341 0.32
H -1.541 0.924 0.662 0.28
```

**SMILES**: F/N=C/NF
**Energy above the lowest of the compared OMol25 structures with the same formula, charge and spin**: 5.387 eV
**Calculated total energy**: -9478.2294 eV
**Lowest unoccupied orbital energy**: 0.2 eV
**Gap between HOMO and LUMO**: 11.3 eV

Number 1: strongest force on any atom 0.56 eV/Å. Number 2: strongest force on any atom 2.74 eV/Å. Number 3: strongest force on any atom 1.42 eV/Å. Number 4: strongest force on any atom 4.25 eV/Å. Number 5: strongest force on any atom 4.12 eV/Å.